Version 1
{"formula": "C40H43IN6O3S2Ti", "method": "ωB97M-V/def2-TZVPD", "gap_ev": [3.69, 3.73], "charge": -1, "spin_multiplicity": 2, "symbols": ["Ti", "C", "C", "C", "C", "C", "C", "C", "C", "C", "C", "C", "C", "C", "C", "C", "N", "H", "H", "H", "H", "H", "H", "H", "H", "H", "H", "S", "C", "C", "C", "C", "C", "N", "H", "H", "H", "H", "O", "S", "C", "C", "C", "C", "H", "H", "H", "H", "H", "H", "H", "H", "I", "C", "C", "C", "C", "N", "C", "H", "H", "H", "H", "C", "N", "C", "C", "C", "N", "C", "C", "O", "H", "H", "H", "H", "H", "H", "H", "H", "H", "H", "H", "H", "O", "N", "C", "C", "C", "C", "C", "H", "H", "H", "H", "H"], "xyz": [[-0.592, 0.521, 0.683], [3.582, 0.162, 2.070], [3.408, 0.572, 3.414], [2.185, 1.017, 3.848], [1.082, 1.079, 2.957], [1.220, 0.610, 1.609], [2.506, 0.168, 1.213], [-0.179, 1.646, 3.283], [-0.621, 1.920, 4.598], [-1.825, 2.499, 4.834], [-2.608, 2.931, 3.710], [-3.784, 3.679, 3.861], [-4.488, 4.152, 2.772], [-4.010, 3.888, 1.489], [-2.866, 3.135, 1.314], [-2.151, 2.621, 2.406], [-1.009, 1.851, 2.186], [4.553, -0.184, 1.732], [4.251, 0.560, 4.097], [2.082, 1.371, 4.869], [2.638, -0.197, 0.199], [0.018, 1.632, 5.423], [-2.183, 2.686, 5.839], [-4.127, 3.896, 4.867], [-5.389, 4.736, 2.914], [-4.530, 4.275, 0.620], [-2.485, 2.948, 0.319], [-1.464, -1.392, 2.330], [-2.962, -0.895, 1.648], [-4.228, -1.350, 2.064], [-5.359, -0.855, 1.459], [-5.242, 0.095, 0.443], [-3.973, 0.501, 0.088], [-2.863, 0.014, 0.653], [-4.280, -2.075, 2.865], [-6.338, -1.194, 1.779], [-6.108, 0.526, -0.039], [-3.823, 1.247, -0.683], [-0.443, -1.049, -0.745], [-0.602, -2.547, -0.643], [0.381, -3.202, -2.012], [-0.396, -4.378, -2.614], [-1.875, -4.281, -2.164], [-2.099, -2.884, -1.608], [1.366, -3.452, -1.626], [0.468, -2.355, -2.696], [0.028, -5.329, -2.290], [-0.311, -4.350, -3.700], [-2.068, -5.012, -1.376], [-2.570, -4.502, -2.974], [-2.971, -2.787, -0.963], [-2.124, -2.105, -2.374], [1.413, 5.754, -1.234], [0.134, 4.118, -1.517], [-0.730, 4.112, -2.639], [-1.487, 2.933, -2.800], [-1.390, 1.912, -1.899], [-0.583, 1.956, -0.775], [0.207, 3.084, -0.640], [-0.790, 4.943, -3.323], [-2.154, 2.818, -3.647], [-1.950, 0.993, -2.034], [0.891, 3.073, 0.196], [4.690, 1.291, -1.597], [4.121, 0.739, -2.809], [5.051, 0.278, -3.816], [4.391, 0.247, -5.179], [3.101, -0.541, -5.066], [2.254, 0.054, -4.058], [0.818, 0.013, -4.240], [2.750, 0.663, -2.921], [2.006, 1.106, -2.066], [5.206, 2.234, -1.803], [5.407, 0.588, -1.162], [3.896, 1.472, -0.879], [5.437, -0.720, -3.562], [5.911, 0.955, -3.824], [5.058, -0.198, -5.919], [4.158, 1.268, -5.492], [3.329, -1.589, -4.822], [2.561, -0.543, -6.015], [0.476, 0.779, -4.944], [0.333, 0.191, -3.283], [0.524, -0.968, -4.626], [1.777, -2.934, 0.687], [1.346, -3.293, 1.845], [1.517, -2.475, 2.912], [1.015, -2.819, 4.148], [0.326, -4.008, 4.322], [0.160, -4.831, 3.220], [0.673, -4.457, 1.998], [2.041, -1.557, 2.694], [1.158, -2.120, 4.959], [-0.081, -4.280, 5.285], [-0.376, -5.768, 3.290], [0.584, -5.032, 1.089]]}

---

Version 2
{"formula": "C40H43IN6O3S2Ti", "method": "ωB97M-V/def2-TZVPD", "gap_ev": [2.51, 2.28], "charge": -1, "spin_multiplicity": 2, "symbols": ["Ti", "C", "C", "C", "C", "C", "C", "C", "C", "C", "C", "C", "C", "C", "C", "C", "N", "H", "H", "H", "H", "H", "H", "H", "H", "H", "H", "S", "C", "C", "C", "C", "C", "N", "H", "H", "H", "H", "O", "S", "C", "C", "C", "C", "H", "H", "H", "H", "H", "H", "H", "H", "I", "C", "C", "C", "C", "N", "C", "H", "H", "H", "H", "C", "N", "C", "C", "C", "N", "C", "C", "O", "H", "H", "H", "H", "H", "H", "H", "H", "H", "H", "H", "H", "O", "N", "C", "C", "C", "C", "C", "H", "H", "H", "H", "H"], "xyz": [[-0.132, 0.448, -0.343], [4.357, 1.075, -0.179], [4.386, 2.371, 0.309], [3.204, 2.968, 0.696], [1.983, 2.292, 0.551], [1.910, 0.994, -0.027], [3.141, 0.419, -0.334], [0.722, 2.837, 1.022], [0.566, 4.138, 1.501], [-0.633, 4.565, 2.031], [-1.686, 3.626, 2.173], [-2.916, 3.945, 2.763], [-3.910, 2.994, 2.901], [-3.678, 1.692, 2.489], [-2.472, 1.346, 1.899], [-1.472, 2.305, 1.678], [-0.335, 1.951, 1.009], [5.280, 0.581, -0.461], [5.325, 2.907, 0.393], [3.240, 3.967, 1.114], [3.189, -0.594, -0.719], [1.394, 4.829, 1.430], [-0.764, 5.580, 2.377], [-3.083, 4.961, 3.099], [-4.867, 3.262, 3.332], [-4.437, 0.933, 2.621], [-2.297, 0.340, 1.550], [-1.348, -0.634, -3.437], [-0.740, 0.932, -3.325], [-0.920, 1.766, -4.449], [-0.429, 3.047, -4.465], [0.264, 3.487, -3.330], [0.411, 2.630, -2.262], [-0.071, 1.371, -2.212], [-1.467, 1.341, -5.280], [-0.565, 3.695, -5.321], [0.669, 4.487, -3.275], [0.973, 2.963, -1.396], [0.794, -0.517, 1.969], [-0.383, -0.733, 2.819], [0.162, -2.103, 3.985], [0.530, -1.493, 5.329], [0.891, -0.035, 5.068], [-0.214, 0.499, 4.187], [1.004, -2.563, 3.473], [-0.645, -2.828, 4.063], [1.349, -2.040, 5.800], [-0.331, -1.531, 5.999], [1.831, 0.026, 4.519], [0.990, 0.529, 5.997], [0.012, 1.462, 3.743], [-1.174, 0.543, 4.699], [-4.263, 5.054, -0.888], [-3.930, 2.962, -0.975], [-5.020, 2.100, -1.072], [-4.702, 0.734, -1.088], [-3.393, 0.335, -0.986], [-2.343, 1.180, -0.864], [-2.646, 2.498, -0.896], [-6.036, 2.456, -1.133], [-5.494, 0.001, -1.160], [-3.153, -0.718, -0.994], [-1.815, 3.192, -0.834], [1.906, -3.097, 0.309], [2.156, -3.020, -1.112], [2.981, -4.069, -1.652], [2.777, -4.138, -3.154], [3.132, -2.771, -3.718], [2.350, -1.751, -3.060], [2.117, -0.533, -3.809], [1.759, -1.929, -1.839], [0.924, -1.138, -1.405], [1.282, -3.964, 0.542], [1.414, -2.183, 0.646], [2.865, -3.203, 0.828], [2.683, -5.009, -1.177], [4.044, -3.888, -1.425], [1.725, -4.338, -3.363], [3.395, -4.917, -3.604], [2.920, -2.733, -4.792], [4.208, -2.577, -3.583], [1.305, -0.655, -4.534], [3.033, -0.252, -4.335], [1.856, 0.266, -3.115], [-1.201, -1.072, 0.317], [-1.275, -2.398, 0.160], [-1.141, -2.991, -1.069], [-1.042, -4.337, -1.189], [-1.136, -5.181, -0.053], [-1.495, -4.564, 1.148], [-1.602, -3.206, 1.243], [-1.105, -2.307, -1.906], [-0.916, -4.760, -2.173], [-1.016, -6.251, -0.132], [-1.724, -5.167, 2.017], [-1.996, -2.700, 2.108]]}

---

Of them, version 1 has the highest stability.

---

Version 1
{"formula": "C5H10S2", "method": "ωB97M-V/def2-TZVPD", "gap_ev": [7.50, 7.50], "symbols": ["C", "C", "C", "C", "C", "S", "S", "H", "H", "H", "H", "H", "H", "H", "H", "H", "H"], "xyz": [[1.587, 1.731, 0.145], [0.515, 1.562, 0.930], [-0.296, -0.380, -1.404], [0.067, -1.745, 0.664], [-0.858, -0.926, -0.105], [-3.166, 0.777, -0.367], [-2.203, -0.482, 0.758], [1.765, 2.460, -0.644], [2.504, 1.102, 0.173], [-0.234, 2.213, 0.988], [-0.607, 0.639, -1.432], [0.722, -0.467, -1.535], [-0.898, -0.912, -2.301], [1.022, -1.436, 0.693], [-0.009, -2.856, 0.216], [-0.184, -1.933, 1.634], [0.273, 0.653, 1.588]]}

---

Version 2
{"formula": "C5H10S2", "method": "ωB97M-V/def2-TZVPD", "gap_ev": 9.49, "smiles": "C#CC.CSSC", "symbols": ["C", "C", "C", "H", "H", "H", "H", "S", "S", "C", "C", "H", "H", "H", "H", "H", "H"], "xyz": [[1.063, 2.260, 2.288], [2.164, 1.747, 2.306], [3.488, 1.129, 2.328], [0.087, 2.715, 2.271], [3.398, 0.030, 2.361], [4.052, 1.463, 3.215], [4.056, 1.408, 1.424], [4.161, 1.970, -0.677], [3.775, 3.971, -0.635], [2.499, 1.262, -0.661], [3.577, 4.283, 1.133], [2.606, 0.166, -0.721], [1.906, 1.606, -1.525], [1.951, 1.511, 0.264], [2.719, 3.734, 1.557], [4.484, 4.006, 1.695], [3.400, 5.364, 1.260]]}

---

Of them, version 2 has the highest stability.

---

Version 1
{"formula": "C5H17N2O", "method": "ωB97M-V/def2-TZVPD", "gap_ev": [3.55, 10.71], "spin_multiplicity": 2, "symbols": ["C", "C", "C", "C", "C", "N", "N", "H", "H", "H", "H", "H", "H", "H", "H", "H", "H", "H", "H", "H", "H", "H", "H", "H", "O"], "xyz": [[-2.315, 0.074, 0.724], [-1.524, -1.262, 0.816], [-0.300, -1.194, -0.098], [1.046, -0.886, 0.688], [2.195, -1.115, -0.314], [2.103, -0.080, -1.346], [-1.439, 1.272, 1.112], [-3.222, 0.148, 1.312], [-2.583, 0.227, -0.326], [-2.147, -2.071, 0.424], [-1.401, -1.474, 1.875], [-0.128, -2.151, -0.613], [-0.476, -0.367, -0.810], [0.978, -1.537, 1.551], [1.159, 0.148, 1.009], [3.173, -1.036, 0.200], [2.161, -2.159, -0.667], [1.680, -0.432, -2.194], [3.011, 0.299, -1.569], [-1.666, 1.614, 2.078], [-1.509, 2.041, 0.421], [-0.427, 1.001, 1.056], [0.835, 1.761, -1.657], [0.264, 3.258, -1.428], [0.151, 2.316, -1.254]]}

---

Version 2
{"formula": "C5H17N2O", "method": "ωB97M-V/def2-TZVPD", "gap_ev": [3.68, 9.26], "spin_multiplicity": 2, "symbols": ["C", "C", "C", "C", "C", "N", "N", "H", "H", "H", "H", "H", "H", "H", "H", "H", "H", "H", "H", "H", "H", "H", "H", "H", "O"], "xyz": [[1.833, -1.873, 0.934], [0.752, -0.825, 0.544], [0.095, -1.215, -0.749], [-1.333, -0.577, -1.047], [-1.945, 1.020, 0.789], [-2.151, -0.197, 0.076], [1.510, 0.507, 0.367], [1.629, -2.789, 0.362], [1.800, -2.118, 1.987], [2.816, -1.625, 0.565], [0.057, -0.675, 1.352], [-0.177, -2.260, -0.732], [0.630, -1.036, -1.680], [-1.190, 0.285, -1.703], [-1.861, -1.401, -1.511], [-1.161, 1.029, 1.557], [-1.758, 1.809, 0.086], [-2.874, 1.356, 1.262], [-2.758, -0.914, 0.419], [1.499, 0.943, -0.578], [2.481, 0.431, 0.667], [0.963, 1.244, 0.855], [-0.302, 2.599, -1.472], [0.933, 3.528, -1.381], [0.512, 2.758, -0.970]]}

---

Of them, version 1 has the highest stability.

---

Version 1
{"formula": "CH2N2O2S", "method": "ωB97M-V/def2-TZVPD", "gap_ev": 10.67, "symbols": ["C", "N", "N", "O", "O", "S", "H", "H"], "xyz": [[-2.666, 0.973, -0.016], [-3.061, 2.046, -0.013], [0.384, -0.673, -0.436], [-1.515, -1.169, 1.189], [-0.796, -0.665, -1.150], [-2.164, -0.790, -0.256], [0.125, -1.210, 0.437], [0.416, 0.210, 0.016]]}

---

Version 2
{"formula": "CH2N2O2S", "method": "ωB97M-V/def2-TZVPD", "gap_ev": [8.11, 8.12], "symbols": ["C", "N", "N", "O", "O", "S", "H", "H"], "xyz": [[-0.556, -0.719, 0.284], [-1.150, 0.133, -0.538], [1.381, 0.287, 0.368], [1.312, 1.380, -0.177], [2.186, -0.253, 1.014], [-0.659, -1.904, 1.233], [-0.689, 1.035, -0.858], [-1.825, 0.041, -1.326]]}

---

Of them, version 1 has the highest stability.